## one
Computed, not measured: a cluster of 2 separate species, C3H4O2S in total, with ωB97M-V/def2-TZVPD.

The value obtained for the HOMO-LUMO gap is 10.30 eV. As for the total charge: 0.

Last column: Löwdin charge in e.
Cartesian coordinates (Å):
S -2.5546 -0.7103 0.5836  0.4564
O -0.0148 0.8476 -1.7004  0.1981
O 4.2450 -0.2483 -0.3996  0.0516
C 1.9193 -0.3071 -0.7241  -0.0413
C 3.2768 0.2641 -0.8999  -0.2807
C 0.8094 0.2309 -1.1829  -0.1771
H 3.1815 1.1160 -1.6100  0.1276
H -2.0283 0.0503 1.5483  -0.2276
H -2.3498 0.3220 -0.3138  -0.2018
H 1.7965 -1.2135 -0.2413  0.0948

=====

## two
Computed, not measured: an isolated molecule of C3H4O2S, with ωB97M-V/def2-TZVPD.

The value obtained for the HOMO-LUMO gap is 9.30 eV. As for the total charge: 0.

Last column: Löwdin charge in e.
Cartesian coordinates (Å):
S -0.2063 1.5659 2.2489  0.7129
O -0.2710 -1.0307 -0.6243  -0.0619
O -0.3157 1.2223 -0.3425  -0.0214
C -0.0630 0.1548 -1.2978  -0.1663
C -0.1448 0.7022 0.8618  -0.8397
C 0.1243 -0.7786 0.7142  -0.1536
H -0.4350 -1.4009 1.3796  0.1277
H 0.9165 0.2650 -1.6517  0.1201
H -0.7844 0.2653 -2.1224  0.1515
H 1.1794 -0.9654 0.8342  0.1308

=====

## three
Computed, not measured: an isolated molecule of C3H4O2S, with ωB97M-V/def2-TZVPD.

The value obtained for the HOMO-LUMO gap is 9.55 eV. As for the total charge: 0.

Last column: Löwdin charge in e.
Cartesian coordinates (Å):
S -1.1413 1.5683 -2.2066  0.6179
O -1.0836 -1.5426 0.5228  0.1614
O 0.8143 -0.2635 -1.8545  -0.0035
C 0.7715 -0.2900 1.2934  -0.0049
C -0.3316 -0.6734 0.3787  -0.3835
C -0.1243 0.0438 -1.1765  -0.4248
H 1.5055 -1.0191 1.1495  0.0790
H -2.1037 1.7427 -1.3517  -0.2493
H 1.3138 0.5579 0.9052  0.0820
H 0.3792 -0.1242 2.3396  0.1258

=====

## four
Computed, not measured: a cluster of 2 separate species, C3H4O2S in total, with ωB97M-V/def2-TZVPD.

The value obtained for the HOMO-LUMO gap is 9.22 eV. As for the total charge: 0.

Last column: Löwdin charge in e.
Cartesian coordinates (Å):
S 1.1160 1.2116 1.7559  0.8519
O -0.5935 -1.8772 -0.2010  0.1314
O 0.9723 2.1388 0.6541  -0.5707
C 0.1004 -0.5159 -2.1616  0.0188
C -0.2490 0.3928 2.0652  -0.2969
C -0.3044 -1.1773 -1.1012  -0.2753
H -0.2087 -0.8504 -3.1377  0.0625
H -0.3171 -0.1536 2.8894  -0.0469
H -1.0395 0.3845 1.2127  0.0754
H 0.5236 0.4468 -1.9758  0.0500

=====

What are the relative energies? In hartree: one 0.0231; two 0.0000; three 0.0331; four 0.0721.

=====

## one
Computed, not measured: an isolated molecule of C3H4O2S, with ωB97M-V/def2-TZVPD.

The value obtained for the HOMO-LUMO gap is 10.46 eV. As for the total charge: 0.

Last column: Löwdin charge in e.
Cartesian coordinates (Å):
S 0.4801 1.3874 -0.7895  0.8659
O 0.5138 -1.5053 -0.6065  0.0841
O -1.1827 -1.8289 0.7623  0.1250
C -0.4394 -1.0785 0.1859  -0.6226
C -0.5984 0.3604 0.2829  -0.4699
C 0.4877 1.0776 1.0321  -0.3276
H 1.2906 0.4873 1.4510  0.0924
H 0.2148 1.9057 1.6046  0.0524
H -1.5997 0.7138 0.3810  0.1178
H 1.0645 -0.7894 -1.0561  0.0826

=====

## two
Computed, not measured: an isolated molecule of C3H4O2S, with ωB97M-V/def2-TZVPD.

The value obtained for the HOMO-LUMO gap is 10.04 eV. As for the total charge: 0.

Last column: Löwdin charge in e.
Cartesian coordinates (Å):
S -1.8643 0.4929 0.5841  0.7949
O -0.1805 0.1257 -1.5418  -0.0403
O 1.1518 0.8805 1.8215  0.0628
C -0.2571 0.2501 -0.2238  -0.7613
C 0.9895 1.1736 0.6874  -0.1545
C 0.2102 -0.9927 -0.8001  -0.1426
H -0.5734 -1.8306 -1.0100  0.1441
H 1.4803 1.9952 0.1735  0.1121
H 1.2532 -1.3874 -0.7420  0.1285
H -2.2097 -0.7073 1.0510  -0.1437

=====

What are the relative energies? In hartree: one 0.0000; two 0.0984.

=====

## one
Computed, not measured: a cluster of 2 separate species, C3H4O2S in total, with ωB97M-V/def2-TZVPD.

The value obtained for the HOMO-LUMO gap is 8.06 eV. As for the total charge: 0.

Last column: Löwdin charge in e.
Cartesian coordinates (Å):
S -2.5052 1.2952 -0.1451  0.4249
O 0.7433 1.7974 0.0529  0.0352
O -1.8319 -2.1432 -0.0523  0.0712
C -0.8046 -1.5667 0.0191  -0.4071
C 0.6572 0.4490 0.1438  -0.1825
C -0.5179 -0.2151 -0.0030  -0.1509
H -2.5471 0.3131 0.9057  -0.1768
H 1.6710 1.9873 -0.1035  0.1114
H 1.4482 -0.1903 0.4606  0.1226
H 0.1811 -2.1105 0.3146  0.1519

=====

## two
Computed, not measured: an isolated molecule of C3H4O2S, with ωB97M-V/def2-TZVPD.

The value obtained for the HOMO-LUMO gap is 8.32 eV. As for the total charge: 0.

Last column: Löwdin charge in e.
Cartesian coordinates (Å):
S 1.8406 0.2108 1.4456  0.7710
O 1.8362 -1.0979 -0.9345  0.0055
O -0.7501 -0.6600 -1.3241  0.1076
C -0.2269 -0.1427 -0.3831  -0.4588
C -1.1000 0.6932 0.5052  -0.0617
C 1.2508 -0.3933 0.0484  -0.7928
H 1.0458 -1.3260 -1.5677  0.1485
H -2.0658 0.8507 0.0159  0.0838
H -1.1708 0.1600 1.5139  0.1094
H -0.6599 1.7052 0.6804  0.0875

=====

What are the relative energies? In hartree: one 0.1223; two 0.0000.